{
  "formula": "C5H34ClN10O16",
  "method": "ωB97M-V/def2-TZVPD",
  "elements": ["Cl", "O", "O", "O", "O", "O", "O", "O", "O", "O", "O", "O", "O", "O", "O", "O", "O", "N", "N", "N", "N", "N", "N", "N", "N", "N", "N", "C", "C", "C", "C", "C", "H", "H", "H", "H", "H", "H", "H", "H", "H", "H", "H", "H", "H", "H", "H", "H", "H", "H", "H", "H", "H", "H", "H", "H", "H", "H", "H", "H", "H", "H", "H", "H", "H", "H"],
  "coordinates": [[15.606, 3.303, 3.522], [15.960, 4.587, 3.149], [14.167, 3.346, 3.702], [13.065, 6.217, 4.032], [10.545, 1.668, 3.507], [14.560, 0.097, 5.484], [16.283, 2.975, 4.755], [15.258, 4.154, -0.295], [17.560, 4.619, 6.949], [13.941, -2.261, 2.599], [19.921, 3.581, 6.002], [17.996, -2.204, 4.453], [16.978, 6.631, 5.103], [17.658, 2.797, -1.072], [17.274, 2.024, 7.654], [17.739, 5.527, 0.374], [16.093, 2.420, 2.544], [17.534, 0.963, 0.258], [11.750, 2.455, 1.826], [17.435, -0.035, 4.427], [21.216, 4.020, 4.246], [17.998, 0.734, -1.831], [13.766, -0.074, 2.473], [15.055, -1.095, 1.103], [9.841, 1.590, 1.456], [19.129, 3.507, 3.944], [19.196, -0.698, 3.455], [10.748, 1.868, 2.353], [20.100, 3.736, 4.779], [18.191, -1.042, 4.204], [14.203, -1.241, 2.030], [17.814, 1.597, -0.875], [15.103, 4.472, 0.595], [17.910, 0.951, -2.813], [21.375, 4.054, 3.249], [18.165, 3.640, 4.216], [13.634, 5.626, 3.538], [18.597, 5.947, 0.449], [8.964, 1.211, 1.784], [19.861, -1.410, 3.191], [17.684, 0.927, 4.246], [22.007, 4.191, 4.850], [14.812, 0.928, 5.081], [17.721, 6.816, 4.528], [10.027, 1.701, 0.470], [14.373, 0.320, 6.396], [15.314, -0.153, 0.849], [16.331, 6.216, 4.532], [12.986, -0.080, 3.114], [19.342, 3.517, 2.957], [16.934, 1.722, 6.812], [15.481, -1.826, 0.553], [17.669, -0.029, 0.396], [17.162, 3.812, 7.276], [12.586, 6.704, 3.363], [11.776, 2.542, 0.820], [19.165, 0.203, 2.998], [17.832, -0.220, -1.545], [12.396, 2.843, 2.499], [17.265, 5.808, 1.156], [18.283, 4.323, 6.396], [14.189, 0.717, 2.008], [16.805, 1.501, 8.304], [14.502, 3.599, -0.487], [17.458, 1.579, 1.055], [16.658, -0.208, 5.048]],
  "orbital_gap_ev": 8.6,
  "lumo_energy_ev": 2.04,
  "charge": -1,
  "e_homo_ev": -6.6,
  "spin_multiplicity": 1
}